1.
{
  "formula": "CH6S4Si",
  "method": "ωB97M-V with the def2-TZVPD basis set",
  "species": ["C", "S", "Si", "S", "S", "S", "H", "H", "H", "H", "H", "H"],
  "positions_angstrom": [[-1.2412, 0.8674, -1.8949], [-0.7850, -0.7804, -1.2185], [0.4292, -0.6713, 0.5143], [-0.0858, 1.1954, 2.0864], [2.3976, -0.3612, -0.2512], [0.3017, -2.3607, 1.8415], [-1.5691, 0.9755, -2.9765], [-0.5386, 1.5459, -1.5916], [-2.1236, 1.1771, -1.3899], [-1.2557, 1.4408, 1.3914], [3.0789, -0.7106, 0.9285], [1.3915, -2.3180, 2.5605]],
  "nbo_charge": [-0.70, -0.19, 1.01, -0.48, -0.42, -0.40, 0.25, 0.22, 0.22, 0.14, 0.17, 0.17],
  "homo_lumo_gap_ha": 0.3353,
  "energy_ev": -52354.6214,
  "e_homo_ev": -8.993,
  "relative_energy_kj_mol": 56.5
}

***

2.
{
  "formula": "CH7BGaO2",
  "method": "ωB97M-V with the def2-TZVPD basis set",
  "species": ["C", "O", "B", "O", "Ga", "H", "H", "H", "H", "H", "H", "H"],
  "positions_angstrom": [[-0.7918, -1.3230, -1.1822], [-0.1046, -0.1312, -1.4910], [0.4690, 0.6420, -0.5005], [1.2835, 1.6365, -1.0709], [0.2669, 0.4419, 1.6335], [-0.4940, -1.7202, -0.2106], [-1.8709, -1.1432, -1.1487], [-0.5813, -2.0558, -1.9648], [1.1299, 2.4793, -0.6393], [1.6850, -0.0452, 2.2427], [-0.8571, -0.6564, 2.0578], [-0.1346, 1.8752, 2.2741]],
  "nbo_charge": [-0.24, -0.74, 0.73, -0.95, 0.11, 0.20, 0.16, 0.15, 0.48, -0.29, -0.31, -0.30],
  "charge": -1,
  "homo_lumo_gap_ha": 0.2837,
  "energy_ev": -58299.4119,
  "e_homo_ev": -3.892,
  "relative_energy_kj_mol": 58.6
}

***

3.
{
  "formula": "CH7N2",
  "method": "ωB97M-V with the def2-TZVPD basis set",
  "species": ["N", "H", "H", "H", "H", "C", "N", "H", "H", "H"],
  "positions_angstrom": [[0.4821, -1.3797, -1.1858], [0.0593, -2.1943, -0.6384], [1.4003, -1.7340, -1.3098], [-0.1823, -0.3250, -0.0781], [0.1949, -1.3951, -2.1749], [-0.2193, 1.5243, 0.7190], [-0.3607, 0.2951, 0.7656], [-0.1284, 2.0314, -0.2050], [0.1163, 2.0637, 1.5524], [-0.9942, -0.0004, 1.4816]],
  "nbo_charge": [-1.09, 0.39, 0.40, 0.46, 0.40, 0.19, -0.60, 0.21, 0.22, 0.44],
  "charge": 1,
  "homo_lumo_gap_ha": 0.3819,
  "energy_ev": -4122.5882,
  "e_homo_ev": -16.017,
  "relative_energy_kj_mol": 127.8
}

***

4.
{
  "formula": "CH7N2",
  "method": "ωB97M-V with the def2-TZVPD basis set",
  "species": ["C", "N", "N", "H", "H", "H", "H", "H", "H", "H"],
  "positions_angstrom": [[0.3572, 0.6006, 0.0112], [1.3996, -0.2499, 0.0035], [-1.1388, -0.1029, -0.0661], [0.3701, 1.2371, -0.8781], [0.2882, 1.1970, 0.9210], [1.4949, -1.1591, 1.0728], [1.6132, -0.7757, -0.8314], [-1.8421, 0.5977, -0.3211], [-1.1479, -0.8546, -0.7623], [-1.3944, -0.4902, 0.8506]],
  "nbo_charge": [-0.03, -0.78, -0.75, 0.23, 0.22, 0.40, 0.40, 0.44, 0.43, 0.43],
  "charge": 1,
  "homo_lumo_gap_ha": 0.4187,
  "energy_ev": -4122.2464,
  "e_homo_ev": -15.305,
  "relative_energy_kj_mol": 160.7
}

***

5.
{
  "formula": "CH7N2O",
  "method": "ωB97M-V with the def2-TZVPD basis set",
  "species": ["O", "H", "N", "C", "N", "H", "H", "H", "H", "H", "H"],
  "positions_angstrom": [[0.7377, 2.4324, 0.1250], [0.0671, 2.9273, -0.3627], [0.9220, -0.2086, -0.5640], [-0.2498, -1.0107, -0.4408], [-1.0774, -0.7989, 0.7683], [1.5206, -0.3831, 0.2440], [0.7056, 0.8369, -0.4667], [-0.0246, -2.0832, -0.5056], [-0.9507, -0.8245, -1.2591], [-1.0906, 0.2133, 0.8759], [-0.5599, -1.1008, 1.5857]],
  "nbo_charge": [-1.32, 0.40, -0.91, -0.05, -0.88, 0.32, 0.44, 0.14, 0.15, 0.37, 0.32],
  "charge": -1,
  "homo_lumo_gap_ha": 0.2769,
  "energy_ev": -6178.0553,
  "e_homo_ev": -2.940,
  "relative_energy_kj_mol": 27.2
}

***

6.
{
  "formula": "CH7N2O",
  "method": "ωB97M-V with the def2-TZVPD basis set",
  "species": ["N", "H", "H", "H", "N", "C", "O", "H", "H", "H", "H"],
  "positions_angstrom": [[0.8094, 2.3106, 0.7398], [0.9904, 1.9811, 1.6743], [-0.0654, 2.7967, 0.6789], [0.8989, 1.4732, 0.1638], [0.1269, -0.4120, -0.5573], [-0.5572, -1.7357, -0.2254], [-1.3189, -2.2161, -1.1657], [0.4365, -0.5858, -1.5151], [-0.6331, 0.2615, -0.6962], [0.3148, -2.3680, 0.1131], [-1.0024, -1.5055, 0.7897]],
  "nbo_charge": [-1.12, 0.35, 0.35, 0.41, -0.94, 0.15, -0.93, 0.33, 0.32, 0.04, 0.03],
  "charge": -1,
  "homo_lumo_gap_ha": 0.2513,
  "energy_ev": -6177.9626,
  "e_homo_ev": -2.479,
  "relative_energy_kj_mol": 36.2
}

***

7.
{
  "formula": "CH7N2O",
  "method": "ωB97M-V with the def2-TZVPD basis set",
  "species": ["C", "N", "N", "O", "H", "H", "H", "H", "H", "H", "H"],
  "positions_angstrom": [[-0.2781, -0.2541, 0.2506], [-0.3733, 0.7779, 1.1224], [0.8866, 0.1589, -0.8665], [-1.3944, -0.5159, -0.4262], [0.4172, -1.5242, 0.7349], [0.2063, 0.8187, 1.9425], [-1.2959, 1.1773, 1.2198], [1.6708, -0.4973, -0.8969], [1.2351, 1.0872, -0.6132], [0.4503, 0.2125, -1.7933], [-1.5246, -1.4411, -0.6742]],
  "nbo_charge": [0.50, -0.87, -0.77, -0.69, 0.13, 0.43, 0.43, 0.44, 0.44, 0.44, 0.53],
  "charge": 1,
  "homo_lumo_gap_ha": 0.4138,
  "energy_ev": -6170.0299,
  "e_homo_ev": -15.030,
  "relative_energy_kj_mol": 238.9
}

***

8.
{
  "formula": "CH7N2OP",
  "method": "ωB97M-V with the def2-TZVPD basis set",
  "species": ["C", "N", "P", "N", "O", "H", "H", "H", "H", "H", "H", "H"],
  "positions_angstrom": [[1.7139, -0.3366, 0.3980], [0.4426, 0.0292, -0.1411], [-1.0662, -0.1093, 0.6338], [-2.0468, 1.0682, -0.0805], [-1.5526, -1.4190, -0.2715], [1.6161, -0.0585, 1.3773], [1.8752, -1.3395, 0.4516], [2.3957, 0.2910, -0.1868], [0.5706, 0.1582, -1.1223], [-2.1057, 1.1984, -1.0647], [-2.2770, 1.9681, 0.4169], [-2.5466, -1.5225, -0.3683]],
  "nbo_charge": [-0.39, -0.97, 1.37, -1.21, -1.02, 0.19, 0.18, 0.19, 0.38, 0.38, 0.40, 0.49],
  "homo_lumo_gap_ha": 0.3663,
  "energy_ev": -15467.4515,
  "e_homo_ev": -8.849,
  "relative_energy_kj_mol": 60.9
}